C18H22N4O4S in the gas phase. Source: OMol25; level of theory: the ωB97M-V functional and the def2-TZVPD basis.

```
49
Properties=species:S:1:pos:R:3:mulliken_charge:R:1
C 4.80177 -3.43264 -1.17771 -1.229
C 4.04391 -2.12761 -1.02031 -0.203
O 2.64483 -2.41619 -1.01314 -0.331
C 1.83008 -1.37543 -1.27396 0.663
O 2.20996 -0.24600 -1.48360 -0.714
N 0.53273 -1.75994 -1.29249 0.259
C 0.12827 -3.09920 -0.90377 -0.347
C -1.37915 -3.24196 -1.05686 -1.286
N -2.06814 -2.24750 -0.25423 0.212
C -3.10895 -2.64870 0.50872 0.870
O -3.51279 -3.79525 0.49952 -0.690
C -3.79678 -1.60595 1.37774 -0.856
S -2.72398 -0.99107 2.72766 -0.194
C -2.63615 0.66988 2.26357 0.546
N -3.34397 1.28351 1.36447 -0.157
N -2.87593 2.54747 1.30703 -0.799
C -1.91424 2.64749 2.16002 0.823
C -1.00311 3.79387 2.37022 -0.904
C -0.07059 3.86871 1.17895 0.452
C 0.03398 5.03108 0.43069 -0.558
C 0.86699 5.07692 -0.67438 -0.531
C 1.58623 3.95627 -1.05103 -0.576
C 1.48505 2.78901 -0.31202 -0.457
C 0.66449 2.75123 0.80136 -0.159
O -1.70713 1.47272 2.81781 -0.325
C -1.50511 -0.91026 -0.27703 -0.551
C -0.51607 -0.77497 -1.43012 -1.306
H 4.55459 -4.10881 -0.36383 0.309
H 5.86979 -3.23640 -1.16593 0.408
H 4.53821 -3.90961 -2.11788 0.304
H 4.25963 -1.43581 -1.84137 0.314
H 4.30554 -1.63235 -0.07785 0.257
H 0.41764 -3.28982 0.13720 0.300
H 0.64039 -3.83169 -1.53396 0.450
H -1.66540 -3.13829 -2.10883 0.240
H -1.70662 -4.22353 -0.70765 0.495
H -4.65105 -2.08972 1.85037 0.413
H -4.11976 -0.73011 0.81767 0.494
H -1.58364 4.71265 2.44931 0.402
H -0.44187 3.63139 3.29266 0.280
H -0.53783 5.90319 0.71207 0.313
H 0.94501 5.98935 -1.24708 0.368
H 2.22433 3.98756 -1.92112 0.424
H 2.03202 1.90805 -0.61215 0.488
H 0.59550 1.84207 1.38335 0.444
H -2.29590 -0.16249 -0.38908 0.657
H -0.96673 -0.71600 0.65954 0.322
H -0.05032 0.21295 -1.41297 0.419
H -1.02973 -0.89806 -2.38961 0.244
```

Summary:
* charge: 0
* HOMO level: -0.3267 Eh
* ΔE to the lowest compared entry with this formula, charge and spin: 155.6 kJ/mol
* LUMO level: 0.02056 Eh
* energy: -1617.30548 a.u.
* multiplicity: 1